Entry 1:
The following is a DFT calculation (ωB97M-V with the def2-TZVPD basis set) of a structure of composition C20H29N7O8Sr.

Properties
HOMO-LUMO gap ... 0.2750 Eh
Net charge ... -2
Highest occupied orbital energy ... -3.080 eV
Energy above the lowest of the compared OMol25 structures with the same formula, charge and spin ... 6.62 kcal/mol

Last column: Mulliken charge in e.
Element x y z (Å)
Sr  -0.3772  -0.7484  -0.5207  1.29
O  2.5929  -4.0788  -0.3358  -0.82
C  1.7833  -3.2600  0.1393  -0.05
O  0.5926  -3.0519  -0.2017  -0.53
C  2.2835  -2.4088  1.3316  -0.58
N  2.2809  -0.9592  1.1025  1.57
C  3.3812  -0.5328  0.2456  -1.37
C  3.2344  -0.8843  -1.2356  -1.90
N  1.9695  -0.5729  -1.9068  1.45
C  1.8407  0.7873  -2.4273  -1.07
C  1.8957  1.9388  -1.4265  -1.50
N  0.8084  2.0175  -0.4365  1.39
C  1.3254  2.4116  0.8733  -1.24
C  0.3871  2.0900  2.0382  -1.49
N  0.0452  0.6853  2.1861  1.61
C  0.9830  -0.0553  3.0218  -1.26
C  2.3514  -0.2729  2.3960  -1.75
C  -1.3017  0.5116  2.7301  -0.92
C  -1.8108  -0.9559  2.7107  0.40
O  -2.7901  -1.1818  3.4382  -0.89
O  -1.2297  -1.7280  1.9086  -0.45
C  -0.2074  2.9951  -0.8434  -0.71
C  -1.3031  2.5169  -1.8176  0.06
O  -1.8775  3.4266  -2.4400  -0.87
O  -1.5340  1.2842  -1.8371  -0.56
C  1.8178  -1.5132  -3.0264  -0.65
C  0.4205  -1.5526  -3.6832  0.28
O  0.4134  -1.6728  -4.9182  -0.86
O  -0.5659  -1.5179  -2.8987  -0.58
H  3.2916  -2.7414  1.6247  0.24
H  1.5835  -2.6210  2.1425  0.45
H  4.3358  -0.9913  0.5688  0.36
H  3.5075  0.5417  0.3673  0.78
H  3.3816  -1.9599  -1.3188  0.57
H  4.0817  -0.4078  -1.7651  0.39
H  0.8939  0.8307  -2.9721  0.48
H  2.6496  0.9930  -3.1557  0.29
H  1.9184  2.8595  -2.0278  0.42
H  2.8541  1.9047  -0.9055  0.60
H  1.5267  3.4989  0.9000  0.29
H  2.2767  1.9183  1.0328  0.51
H  -0.5412  2.6469  1.9026  0.66
H  0.8536  2.4894  2.9585  0.30
H  0.5356  -1.0271  3.2207  0.56
H  1.1237  0.4604  3.9919  0.27
H  2.9656  -0.8498  3.1083  0.49
H  2.8610  0.6838  2.2840  0.63
H  -2.0151  1.0860  2.1307  0.29
H  -1.3713  0.8764  3.7672  0.27
H  0.2611  3.9038  -1.2471  0.28
H  -0.7731  3.3007  0.0390  0.24
H  1.9880  -2.5229  -2.6456  0.46
H  2.5545  -1.3081  -3.8178  0.20
N  -6.1113  1.0420  -1.0228  -0.55
C  -5.3247  -0.0114  -0.5635  0.40
C  -3.9540  0.1655  -0.3583  -0.30
N  -3.1828  -0.8202  0.0510  0.51
C  -3.7665  -1.9927  0.3226  -0.47
C  -5.1252  -2.1505  0.1435  -0.45
N  -5.9146  -1.1712  -0.3121  -0.68
H  -5.6066  1.6973  -1.6016  0.27
H  -6.9695  0.7265  -1.4461  0.27
H  -3.4686  1.1005  -0.6165  0.08
H  -3.1182  -2.7722  0.6999  0.52
H  -5.6113  -3.0957  0.3539  0.36

***

Entry 2:
The following is a DFT calculation (ωB97M-V with the def2-TZVPD basis set) of a cluster of 2 separate species, C28H22Br2O4S2 in total at a distorted geometry.

Properties
HOMO-LUMO gap ... 0.1149 Eh
Net charge ... 0
Highest occupied orbital energy ... -6.567 eV

Last column: Mulliken charge in e.
Element x y z (Å)
Br  0.8901  -3.4701  -5.5201  -0.13
C  1.1219  -2.0236  -4.3234  0.08
C  2.3242  -1.8960  -3.6058  -0.58
C  2.4624  -0.8815  -2.6685  -0.11
C  1.4282  0.0735  -2.4449  0.93
C  1.5849  1.1272  -1.4792  -0.39
C  0.7120  2.2045  -1.3415  -0.27
C  0.8198  3.2549  -0.4287  -0.27
C  -0.1776  4.2729  -0.2395  0.79
C  0.0503  5.3728  0.6428  -0.38
C  -0.9190  6.3507  0.8476  -0.57
C  -2.1502  6.2720  0.1709  0.11
Br  -3.4734  7.5859  0.4645  -0.13
C  -2.3967  5.2149  -0.7199  -0.73
C  -1.4308  4.2289  -0.9194  -0.28
C  0.2442  -0.0545  -3.2235  -0.27
C  0.0908  -1.0913  -4.1419  -0.83
H  3.1296  -2.6045  -3.7788  0.43
H  3.3845  -0.8045  -2.0926  0.29
H  2.4633  1.0904  -0.8384  0.33
H  -0.1289  2.2373  -2.0288  0.16
H  1.7307  3.3253  0.1684  0.40
H  1.0084  5.4463  1.1627  0.38
H  -0.7354  7.1797  1.5258  0.42
H  -3.3479  5.1771  -1.2440  0.42
H  -1.6467  3.4080  -1.6041  0.36
H  -0.5705  0.6562  -3.0839  0.35
H  -0.8199  -1.1864  -4.7256  0.43
C  0.4573  -5.7114  -1.6338  -0.41
C  1.7228  -5.1881  -1.3514  -0.65
C  1.8397  -4.0297  -0.5838  -0.27
C  0.6838  -3.3714  -0.1624  -0.36
S  0.8331  -1.8197  0.7184  1.93
C  0.8921  -2.3779  2.3015  -1.04
S  1.0085  -1.4153  3.7168  1.14
C  -0.4664  -0.3654  3.6554  0.10
C  -0.3771  0.8904  3.0521  -0.14
C  -1.5293  1.6645  2.8949  -0.31
C  -2.7616  1.1749  3.3388  -0.52
C  -2.8460  -0.0881  3.9310  -0.48
C  -1.6927  -0.8561  4.1099  -0.57
O  0.8757  -2.3385  4.8204  -0.74
O  2.1083  -0.4820  3.6576  -0.67
O  2.0948  -1.2548  0.2888  -0.77
O  -0.3940  -1.1076  0.4142  -0.77
C  -0.5827  -3.9066  -0.4080  -0.22
C  -0.6938  -5.0742  -1.1622  -0.58
H  0.3636  -6.6047  -2.2528  0.38
H  2.6233  -5.6669  -1.7408  0.40
H  2.8132  -3.6164  -0.3271  0.46
H  0.6147  -3.4190  2.4398  0.43
H  0.5860  1.2638  2.7087  0.45
H  -1.4584  2.6405  2.4093  0.36
H  -3.6615  1.7760  3.2091  0.36
H  -3.8136  -0.4814  4.2485  0.38
H  -1.7371  -1.8296  4.5956  0.40
H  -1.4663  -3.4026  -0.0232  0.44
H  -1.6845  -5.4687  -1.3957  0.38

***

Entry 3:
The following is a DFT calculation (ωB97M-V with the def2-TZVPD basis set) of a cluster of 2 separate species, C3H5Br2Cl3 in total at a distorted geometry.

Properties
HOMO-LUMO gap (alpha / beta) ... 0.3634 / 0.1449 Eh
2S+1 ... 2
Net charge ... +1
Highest occupied orbital energy (alpha / beta) ... -14.424 / -14.385 eV
Expectation value of S² ... 0.75
Energy above the lowest of the compared OMol25 structures with the same formula, charge and spin ... 2.59 kcal/mol

Last column: Mulliken charge in e.
Element x y z (Å)
Br  -1.9688  0.9035  2.6278  -0.01
C  -0.2748  0.8179  1.6408  -0.55
C  0.1746  -0.6538  1.3997  -0.54
Br  2.0405  -0.6590  0.8047  0.39
H  0.4468  1.2442  2.3377  0.44
H  -0.2926  1.3776  0.7056  0.31
H  -0.4112  -1.2464  0.6971  0.34
H  0.0840  -1.2066  2.3347  0.50
C  0.1047  -0.1644  -2.4874  0.23
Cl  0.7145  1.3852  -2.0894  -0.07
Cl  -0.0898  -0.3825  -4.1917  -0.08
Cl  -1.3865  -0.5521  -1.6538  -0.11
H  0.8587  -0.8635  -2.1257  0.15

***

Entry 4:
The following is a DFT calculation (ωB97M-V with the def2-TZVPD basis set) of a cluster of 9 separate species, C29H39BrClF3IO26P in total at a distorted geometry.

Properties
HOMO-LUMO gap ... 0.3375 Eh
Net charge ... 0
Highest occupied orbital energy ... -9.230 eV
SMILES ... O=C(Br)C[PH](Cl)(I)C[C@@H](O)C(F)(F)F.O=C1OCCO1.O=C1OCCO1.O=C1OCCO1.O=C1OCCO1.O=C1OCCO1.O=C1OCCO1.O=C1OCCO1.O=C1OCCO1

Last column: Mulliken charge in e.
Element x y z (Å)
O  1.4967  1.1019  7.5872  -0.50
C  0.3664  0.6812  7.2136  0.32
Br  -1.0195  2.0554  6.8165  -0.12
C  0.1708  -0.8968  7.0572  0.23
P  -1.0225  -1.7043  8.2919  0.19
Cl  -1.3837  -3.2560  6.8254  -0.34
I  -0.6366  -0.0089  10.0568  -0.24
C  -2.8873  -1.3813  8.4388  -1.00
C  -3.5633  -0.7102  7.1496  0.63
O  -4.1997  -1.7565  6.3644  -0.54
C  -4.7390  0.2511  7.6765  0.71
F  -4.2811  1.4815  8.2222  -0.21
F  -5.4406  -0.4227  8.7395  -0.27
F  -5.7102  0.5404  6.6864  -0.27
H  1.1939  -1.4319  7.1104  0.34
H  -0.2364  -1.1426  6.0062  -0.18
H  -0.4700  -2.7329  9.1491  0.24
H  -3.0625  -0.7985  9.4118  0.54
H  -3.3931  -2.4126  8.5828  0.39
H  -2.8108  -0.2003  6.4606  -0.28
H  -4.5933  -1.3715  5.5503  0.35
O  0.4441  -0.9612  4.0067  -0.62
C  -0.2961  -0.2603  3.3639  0.66
O  -0.8356  -0.6071  2.1617  -0.15
C  -1.8154  0.3751  1.8450  0.18
C  -1.3654  1.5652  2.6332  -0.27
O  -0.6966  0.9803  3.7471  -0.27
H  -1.8373  0.5700  0.7731  -0.18
H  -2.7977  0.0094  2.1596  0.13
H  -0.6574  2.1866  2.0822  0.25
H  -2.1985  2.1863  2.9639  0.38
O  -0.0464  -5.0908  -0.1708  -0.59
C  0.6731  -4.3585  0.4519  0.56
O  1.9626  -4.6429  0.7773  -0.36
C  2.5339  -3.4498  1.3027  -0.13
C  1.3383  -2.6886  1.7864  -0.25
O  0.3011  -3.1373  0.9222  -0.15
H  3.2370  -3.6758  2.1057  0.34
H  3.0658  -2.9296  0.5011  0.07
H  1.0727  -2.9376  2.8161  0.38
H  1.4713  -1.6099  1.7064  0.14
O  -1.2725  4.1432  1.1860  -0.57
C  -1.9243  3.9066  0.2045  0.64
O  -2.4298  2.6808  -0.1036  -0.08
C  -3.3180  2.8595  -1.2017  -0.07
C  -2.8205  4.1193  -1.8354  -0.05
O  -2.2514  4.8279  -0.7385  -0.40
H  -3.2750  2.0073  -1.8774  0.02
H  -4.3388  2.9593  -0.8201  0.32
H  -2.0431  3.9351  -2.5783  -0.01
H  -3.6222  4.6969  -2.2976  0.40
O  -1.5192  0.9600  -2.3698  -0.63
C  -0.9968  -0.1235  -2.3877  0.64
O  -1.5342  -1.2490  -1.8349  -0.41
C  -0.7337  -2.3459  -2.2621  -0.26
C  0.5796  -1.7018  -2.5783  0.05
O  0.2087  -0.3825  -2.9614  -0.30
H  -0.6511  -3.0962  -1.4749  0.01
H  -1.1999  -2.8029  -3.1406  0.27
H  1.2374  -1.6452  -1.7076  -0.07
H  1.1071  -2.2075  -3.3885  0.50
O  -4.9876  1.9288  -4.7961  -0.54
C  -4.6552  0.7789  -4.7983  0.68
O  -4.2952  0.0807  -3.6860  -0.27
C  -4.1944  -1.2808  -4.0637  0.06
C  -3.9422  -1.2093  -5.5386  -0.32
O  -4.5872  -0.0008  -5.9139  -0.35
H  -3.3824  -1.7718  -3.5255  -0.14
H  -5.1355  -1.7845  -3.8242  0.28
H  -2.8773  -1.1316  -5.7784  0.26
H  -4.3648  -2.0597  -6.0760  0.33
O  -2.1660  5.2691  -5.9087  -0.52
C  -1.0715  5.2118  -5.4302  0.53
O  -0.8146  4.8782  -4.1340  -0.21
C  0.5902  4.7015  -4.0192  -0.22
C  1.1283  5.5206  -5.1533  -0.41
O  0.0795  5.4723  -6.1098  -0.34
H  0.9469  5.0483  -3.0479  0.35
H  0.8221  3.6371  -4.1236  0.15
H  1.3020  6.5632  -4.8712  0.27
H  2.0498  5.1069  -5.5661  0.32
O  4.0601  -0.8514  -0.2176  -0.53
C  4.1040  -0.2641  -1.2630  0.52
O  5.0014  0.7138  -1.5576  -0.39
C  4.8751  0.9906  -2.9466  -0.12
C  3.4807  0.5408  -3.2566  -0.39
O  3.2603  -0.4927  -2.3058  -0.08
H  5.0248  2.0529  -3.1458  0.33
H  5.6297  0.4171  -3.4908  0.02
H  2.7402  1.3307  -3.0988  0.26
H  3.3817  0.1608  -4.2745  0.39
O  4.7163  -2.2061  -5.0580  -0.54
C  5.8024  -2.4950  -4.6408  0.65
O  6.7336  -1.5889  -4.2338  -0.27
C  7.7787  -2.3188  -3.6037  -0.32
C  7.6485  -3.6836  -4.2086  -0.35
O  6.2629  -3.7678  -4.5139  -0.31
H  8.7486  -1.8625  -3.8073  0.29
H  7.6070  -2.3209  -2.5234  0.26
H  8.2217  -3.7879  -5.1345  0.27
H  7.9433  -4.4753  -3.5184  0.31

***

Please write out number 3 again, unchanged.
The following is a DFT calculation (ωB97M-V with the def2-TZVPD basis set) of a cluster of 2 separate species, C3H5Br2Cl3 in total at a distorted geometry.

Properties
HOMO-LUMO gap (alpha / beta) ... 0.3634 / 0.1449 Eh
2S+1 ... 2
Net charge ... +1
Highest occupied orbital energy (alpha / beta) ... -14.424 / -14.385 eV
Expectation value of S² ... 0.75
Energy above the lowest of the compared OMol25 structures with the same formula, charge and spin ... 2.59 kcal/mol

Last column: Mulliken charge in e.
Element x y z (Å)
Br  -1.9688  0.9035  2.6278  -0.01
C  -0.2748  0.8179  1.6408  -0.55
C  0.1746  -0.6538  1.3997  -0.54
Br  2.0405  -0.6590  0.8047  0.39
H  0.4468  1.2442  2.3377  0.44
H  -0.2926  1.3776  0.7056  0.31
H  -0.4112  -1.2464  0.6971  0.34
H  0.0840  -1.2066  2.3347  0.50
C  0.1047  -0.1644  -2.4874  0.23
Cl  0.7145  1.3852  -2.0894  -0.07
Cl  -0.0898  -0.3825  -4.1917  -0.08
Cl  -1.3865  -0.5521  -1.6538  -0.11
H  0.8587  -0.8635  -2.1257  0.15

***

Repeat the third record exactly.
The following is a DFT calculation (ωB97M-V with the def2-TZVPD basis set) of a cluster of 2 separate species, C3H5Br2Cl3 in total at a distorted geometry.

Properties
HOMO-LUMO gap (alpha / beta) ... 0.3634 / 0.1449 Eh
2S+1 ... 2
Net charge ... +1
Highest occupied orbital energy (alpha / beta) ... -14.424 / -14.385 eV
Expectation value of S² ... 0.75
Energy above the lowest of the compared OMol25 structures with the same formula, charge and spin ... 2.59 kcal/mol

Last column: Mulliken charge in e.
Element x y z (Å)
Br  -1.9688  0.9035  2.6278  -0.01
C  -0.2748  0.8179  1.6408  -0.55
C  0.1746  -0.6538  1.3997  -0.54
Br  2.0405  -0.6590  0.8047  0.39
H  0.4468  1.2442  2.3377  0.44
H  -0.2926  1.3776  0.7056  0.31
H  -0.4112  -1.2464  0.6971  0.34
H  0.0840  -1.2066  2.3347  0.50
C  0.1047  -0.1644  -2.4874  0.23
Cl  0.7145  1.3852  -2.0894  -0.07
Cl  -0.0898  -0.3825  -4.1917  -0.08
Cl  -1.3865  -0.5521  -1.6538  -0.11
H  0.8587  -0.8635  -2.1257  0.15

***

Among the records above, which one has the lowest net charge?
C20H29N7O8Sr